Record 1
C28H42MnN7O2Sb as an isolated structure, computed with ωB97M-V/def2-TZVPD.

energy = -82082.7234 eV
HOMO energy (alpha / beta) = -13.51 / -13.50 eV
multiplicity = 2
max |F| = 0.0247 Eh/bohr
Kohn-Sham gap (alpha / beta) = 0.268 / 0.268 hartree
energy relative to the best compared isomer or geometry (same formula, charge and spin) = 0.0 kJ/mol
LUMO level (alpha / beta) = -6.22 / -6.22 eV
total charge = +2

Last column: Mulliken charge in e.
Geometry (Å):
Mn 1.817 -0.449 -0.039  1.01
C 0.593 -2.922 -1.405  -1.13
N 1.365 -2.529 -0.197  0.96
C 0.620 -3.108 0.956  -1.36
C 2.698 -3.188 -0.229  -0.87
C 3.599 -2.444 -1.187  -1.16
N 3.720 -1.025 -0.738  0.68
C 4.207 -0.222 -1.881  -1.12
C 4.752 -0.952 0.328  -1.40
H 0.537 -4.012 -1.464  0.41
H 1.052 -2.538 -2.314  0.30
H -0.413 -2.514 -1.333  0.11
H 0.555 -4.191 0.820  0.48
H -0.383 -2.696 0.992  0.22
H 1.139 -2.900 1.889  0.43
H 2.595 -4.240 -0.513  0.49
H 3.104 -3.169 0.783  0.38
H 3.168 -2.438 -2.189  0.44
H 4.588 -2.902 -1.269  0.43
H 5.110 -0.673 -2.303  0.40
H 4.454 0.783 -1.543  0.23
H 3.442 -0.174 -2.657  0.30
H 5.700 -1.348 -0.045  0.42
H 4.449 -1.527 1.199  0.36
H 4.905 0.085 0.617  0.31
N 2.226 2.334 -1.156  -0.37
N 2.787 3.010 -0.066  -0.35
C 2.896 2.413 1.137  0.47
N 3.388 3.108 2.147  -0.34
N 2.482 1.131 1.189  0.25
N 2.506 0.422 2.340  0.63
O 2.097 -0.747 2.139  -0.45
O 2.855 0.843 3.414  -0.75
H 2.807 2.496 -1.971  0.39
H 1.295 2.695 -1.338  0.16
H 2.981 3.998 -0.144  0.18
H 3.671 4.068 2.028  0.18
H 3.449 2.683 3.060  0.20
C -3.898 1.615 2.059  -1.11
C -3.274 2.625 1.142  1.01
C -3.889 3.869 1.001  -0.70
C -3.377 4.855 0.176  -0.72
C -2.215 4.621 -0.541  -1.00
C -1.586 3.395 -0.409  -0.93
C -2.102 2.394 0.415  0.60
Sb -0.953 0.609 0.319  1.85
C -1.267 0.217 -1.755  0.57
C -0.091 -0.003 -2.471  -0.19
C -0.062 -0.242 -3.834  -0.94
C -1.269 -0.240 -4.516  -0.96
C -2.449 0.021 -3.835  -0.74
C -2.475 0.272 -2.465  0.80
C -3.782 0.631 -1.817  -1.42
C -1.987 -1.006 1.228  0.77
C -2.681 -1.923 0.436  -0.44
C -3.223 -3.072 0.987  -0.86
C -3.068 -3.317 2.344  -0.86
C -2.377 -2.415 3.134  -0.72
C -1.833 -1.250 2.597  1.09
C -1.127 -0.302 3.530  -1.88
H -4.887 1.946 2.367  0.48
H -3.302 1.482 2.962  0.15
H -4.003 0.637 1.591  0.19
H -4.802 4.060 1.551  0.43
H -3.890 5.803 0.090  0.42
H -1.811 5.378 -1.199  0.48
H -0.695 3.209 -1.002  0.10
H 0.864 0.061 -1.926  0.05
H 0.869 -0.415 -4.356  0.55
H -1.294 -0.422 -5.582  0.42
H -3.381 0.042 -4.386  0.50
H -4.614 0.164 -2.340  0.51
H -3.933 1.712 -1.846  0.34
H -3.827 0.328 -0.770  0.05
H -2.780 -1.760 -0.630  0.22
H -3.761 -3.772 0.363  0.49
H -3.487 -4.211 2.787  0.44
H -2.259 -2.613 4.192  0.54
H -0.434 -0.834 4.182  0.50
H -1.840 0.219 4.170  0.40
H -0.557 0.467 3.001  0.01

Record 2
C28H42MnN7O2Sb as an isolated structure, computed with ωB97M-V/def2-TZVPD.

energy = -82083.8175 eV
HOMO energy (alpha / beta) = -12.09 / -12.08 eV
multiplicity = 6
max |F| = 0.0157 Eh/bohr
Kohn-Sham gap (alpha / beta) = 0.220 / 0.217 hartree
energy relative to the best compared isomer or geometry (same formula, charge and spin) = 32.1 kJ/mol
LUMO level (alpha / beta) = -6.10 / -6.18 eV
total charge = +2

Last column: Mulliken charge in e.
Geometry (Å):
Mn -0.825 0.099 -0.223  1.10
C 0.959 2.538 -1.324  -1.10
N -0.118 2.187 -0.376  1.00
C 0.415 2.149 1.009  -0.91
C -1.237 3.131 -0.492  -1.17
C -2.467 2.613 0.220  -0.85
N -2.744 1.209 -0.148  0.12
C -2.983 1.083 -1.609  -1.09
C -3.950 0.751 0.560  -1.25
H 1.423 3.490 -1.048  0.44
H 0.543 2.621 -2.327  0.37
H 1.714 1.757 -1.315  -0.02
H 0.471 3.148 1.451  0.47
H 1.415 1.717 0.997  0.02
H -0.221 1.547 1.677  0.36
H -1.445 3.283 -1.551  0.46
H -0.966 4.110 -0.083  0.39
H -3.323 3.247 -0.035  0.45
H -2.348 2.659 1.304  0.47
H -3.741 1.790 -1.960  0.36
H -3.336 0.075 -1.832  0.46
H -2.068 1.270 -2.179  0.40
H -4.819 1.347 0.268  0.40
H -3.810 0.854 1.636  0.36
H -4.161 -0.288 0.316  0.31
N -1.988 -1.766 1.509  -0.47
N -1.463 -3.009 1.130  -0.26
C -0.553 -3.078 0.142  0.77
N -0.033 -4.244 -0.180  -0.31
N -0.250 -1.896 -0.422  -0.49
N 0.834 -1.764 -1.272  1.46
O 1.601 -2.656 -1.527  -0.68
O 0.990 -0.583 -1.569  -0.65
H -1.798 -1.617 2.496  0.28
H -2.993 -1.780 1.375  0.27
H -1.792 -3.849 1.583  0.16
H -0.318 -5.100 0.269  0.18
H 0.697 -4.271 -0.879  0.19
C 6.072 2.531 -1.130  -1.54
C 5.446 2.668 0.232  0.86
C 5.780 3.777 1.012  -0.55
C 5.271 3.955 2.287  -0.69
C 4.412 3.007 2.824  -0.99
C 4.056 1.909 2.060  -1.08
C 4.562 1.727 0.769  0.82
Sb 3.709 -0.010 -0.124  1.31
C 4.540 -0.458 -2.027  0.97
C 4.217 0.472 -3.016  -0.52
C 4.558 0.260 -4.341  -0.93
C 5.213 -0.911 -4.691  -0.77
C 5.519 -1.848 -3.717  -0.73
C 5.187 -1.651 -2.378  0.38
C 5.524 -2.720 -1.374  -0.96
C 4.280 -1.418 1.357  0.53
C 3.254 -2.227 1.843  -0.85
C 3.467 -3.115 2.887  -0.59
C 4.728 -3.197 3.456  -0.75
C 5.756 -2.400 2.976  -0.70
C 5.556 -1.500 1.931  0.86
C 6.715 -0.653 1.478  -1.79
H 7.059 2.992 -1.142  0.51
H 5.474 3.032 -1.896  0.33
H 6.184 1.490 -1.426  0.14
H 6.470 4.509 0.608  0.45
H 5.552 4.826 2.864  0.41
H 4.031 3.119 3.831  0.48
H 3.389 1.164 2.488  0.46
H 3.695 1.387 -2.751  0.37
H 4.317 0.999 -5.093  0.46
H 5.477 -1.100 -5.723  0.41
H 6.035 -2.758 -3.999  0.40
H 6.127 -3.501 -1.834  0.50
H 4.620 -3.186 -0.975  0.16
H 6.082 -2.319 -0.530  0.03
H 2.262 -2.155 1.401  0.08
H 2.660 -3.734 3.258  0.41
H 4.913 -3.880 4.274  0.41
H 6.742 -2.483 3.416  0.47
H 7.628 -1.247 1.426  0.58
H 6.893 0.163 2.182  0.45
H 6.547 -0.204 0.498  0.15

Record 3
A 12-piece molecular cluster, C28H42N12O7 overall, computed with ωB97M-V/def2-TZVPD.

energy = -61923.1637 eV
HOMO energy = -9.32 eV
multiplicity = 1
max |F| = 0.0357 Eh/bohr
Kohn-Sham gap = 0.340 hartree
energy relative to the best compared isomer or geometry (same formula, charge and spin) = 25.5 kJ/mol
LUMO level = -0.07 eV
SMILES = O=C=NOC(=O)OCOCOCCO.CC#N.CC#N.CC#N.CC#N.CC#N.CC#N.CC#N.CC#N.CC#N.CC#N.CC#N

Last column: Mulliken charge in e.
Geometry (Å):
O 4.303 -0.675 0.938  -0.40
C 4.513 -0.684 -0.204  0.78
N 4.994 -0.529 -1.334  -0.47
O 4.164 0.339 -2.119  -0.03
C 4.807 1.554 -2.333  0.83
O 4.681 2.070 -3.383  -0.48
O 5.543 1.996 -1.300  -0.41
C 4.884 2.995 -0.486  -0.28
O 3.668 3.387 -0.983  -0.42
C 2.551 2.807 -0.292  0.03
O 1.696 2.313 -1.276  -0.32
C 0.284 2.436 -0.991  -0.50
C -0.349 1.045 -1.189  0.19
O -1.170 0.766 -0.060  -0.51
H 5.543 3.860 -0.494  0.28
H 4.839 2.652 0.546  0.39
H 2.107 3.574 0.350  0.16
H 2.893 1.944 0.291  0.22
H -0.128 3.072 -1.775  0.18
H 0.059 2.811 0.004  0.35
H 0.479 0.329 -1.230  0.04
H -0.911 0.974 -2.117  0.13
H -1.955 0.341 -0.411  0.28
C 1.463 5.481 3.349  -1.04
C 0.879 4.839 2.176  0.44
N 0.415 4.346 1.248  -0.52
H 2.306 6.099 3.048  0.29
H 0.714 6.107 3.829  0.34
H 1.806 4.724 4.052  0.34
C -0.116 -2.517 1.563  -0.62
C -1.320 -2.116 0.837  0.54
N -2.269 -1.801 0.276  -0.59
H -0.052 -3.594 1.609  0.43
H 0.765 -2.129 1.057  0.17
H -0.150 -2.120 2.575  0.12
C -3.250 -0.911 -4.012  -0.67
C -3.626 0.150 -3.079  0.26
N -3.920 0.975 -2.343  -0.47
H -2.473 -0.558 -4.687  0.22
H -2.878 -1.767 -3.456  0.22
H -4.113 -1.218 -4.594  0.45
C -2.651 -1.174 5.202  -0.80
C -1.592 -2.174 5.069  0.44
N -0.758 -2.953 4.956  -0.42
H -2.257 -0.286 5.691  0.27
H -3.025 -0.904 4.216  0.28
H -3.467 -1.579 5.797  0.30
C 3.005 -4.894 4.658  -0.83
C 2.285 -4.751 3.394  0.37
N 1.713 -4.641 2.406  -0.44
H 3.539 -5.841 4.673  0.30
H 3.717 -4.079 4.770  0.28
H 2.299 -4.866 5.487  0.27
C 4.262 -2.534 -4.269  -0.59
C 3.346 -3.346 -5.069  0.30
N 2.636 -3.991 -5.697  -0.40
H 4.290 -2.904 -3.247  0.24
H 5.263 -2.586 -4.694  0.32
H 3.931 -1.497 -4.263  0.14
C -0.892 -3.550 -6.478  -0.51
C -1.307 -2.204 -6.869  0.38
N -1.639 -1.151 -7.169  -0.44
H -1.197 -3.743 -5.451  0.12
H -1.361 -4.282 -7.133  0.26
H 0.189 -3.646 -6.552  0.21
C -0.767 7.810 -0.815  -0.74
C -0.879 7.543 0.617  0.42
N -0.975 7.328 1.740  -0.45
H -0.389 6.925 -1.323  0.23
H -1.744 8.065 -1.219  0.30
H -0.083 8.640 -0.982  0.28
C -4.295 7.517 2.637  -0.50
C -5.417 8.148 1.942  0.28
N -6.297 8.645 1.398  -0.36
H -3.357 7.834 2.190  0.03
H -4.304 7.802 3.687  0.26
H -4.375 6.435 2.560  0.26
C -1.328 -6.119 5.725  -0.44
C -1.069 -6.804 6.992  0.28
N -0.861 -7.340 7.985  -0.37
H -1.469 -5.056 5.901  0.01
H -0.485 -6.257 5.051  0.17
H -2.224 -6.527 5.262  0.32
C -3.472 -6.179 -3.571  -0.87
C -3.898 -4.833 -3.952  0.35
N -4.232 -3.777 -4.251  -0.33
H -3.768 -6.381 -2.543  0.29
H -3.937 -6.912 -4.227  0.29
H -2.390 -6.262 -3.653  0.27

Which formula does entry 2 have?
C28H42MnN7O2Sb